# 1
Below is a cluster of 6 separate species, C16H32Br8O4S2 in total in a non-equilibrium geometry, with properties calculated with ωB97M-V/def2-TZVPD.

Last columns: bonded neighbours and bond lengths (Å).
Cartesian coordinates (Å):
1 C -2.0999 -2.0654 -2.2248  C2 1.467, C7 1.576, H8 1.090, H9 1.090
2 C -3.4299 -2.5453 -2.6172  C1 1.467, C3 1.506, H10 1.090, H11 1.090
3 C -3.3143 -3.8159 -3.4181  C2 1.506, S4 1.864, H12 1.090, H13 1.090
4 S -1.8879 -3.4434 -4.5592  C3 1.864, O5 1.450, O6 1.440, C7 1.892
5 O -2.4283 -2.6320 -5.6328  S4 1.450
6 O -1.2186 -4.6922 -4.8174  S4 1.440
7 C -1.0171 -2.2789 -3.3494  C1 1.576, S4 1.892, H14 1.090, H15 1.090
8 H -1.8017 -2.5944 -1.3197  C1 1.090
9 H -2.2201 -0.9956 -2.0541  C1 1.090
10 H -3.8417 -1.7663 -3.2588  C2 1.090
11 H -4.0819 -2.5695 -1.7441  C2 1.090
12 H -4.0164 -4.4595 -3.9482  C3 1.090
13 H -2.8436 -4.5589 -2.7743  C3 1.090
14 H -0.5991 -1.4020 -3.8440  C7 1.090
15 H -0.1259 -2.8078 -3.0116  C7 1.090
16 C 5.3550 2.2464 0.5098  C17 1.552, C22 1.530, H23 1.090, H24 1.090
17 C 4.7578 3.6504 0.7928  C16 1.552, C18 1.495, H25 1.090, H26 1.090
18 C 4.4202 4.3075 -0.5065  C17 1.495, S19 1.781, H27 1.090, H28 1.090
19 S 4.1030 3.0884 -1.7659  C18 1.781, O20 1.474, O21 1.466, C22 1.782
20 O 4.8301 3.4654 -2.9911  S19 1.474
21 O 2.6511 2.8971 -1.8302  S19 1.466
22 C 4.8040 1.7459 -0.8270  C16 1.530, S19 1.782, H29 1.090, H30 1.090
23 H 4.9273 1.6896 1.3436  C16 1.090
24 H 6.4419 2.3226 0.5379  C16 1.090
25 H 5.4342 4.2411 1.4107  C17 1.090
26 H 3.8006 3.5429 1.3030  C17 1.090
27 H 5.2873 4.8484 -0.8856  C18 1.090
28 H 3.5832 5.0034 -0.5634  C18 1.090
29 H 5.5253 1.2799 -1.4982  C22 1.090
30 H 4.0551 0.9594 -0.7345  C22 1.090
31 Br -0.7433 -2.9679 3.0343  C32 1.994
32 C -0.1677 -1.0675 2.8531  Br31 1.994, C33 1.561, H35 1.090, H36 1.090
33 C -1.3334 -0.0327 2.9408  C32 1.561, Br34 1.986, H37 1.090, H38 1.090
34 Br -0.7575 1.8115 2.4827  C33 1.986
35 H 0.4641 -1.1193 1.9664  C32 1.090
36 H 0.4655 -0.9174 3.7275  C32 1.090
37 H -1.7025 -0.0696 3.9657  C33 1.090
38 H -2.2152 -0.4269 2.4356  C33 1.090
39 Br -10.8449 -3.2196 1.7730  C40 1.995
40 C -9.1937 -2.1871 2.2071  Br39 1.995, C41 1.566, H43 1.090, H44 1.090
41 C -8.8371 -2.4713 3.7054  C40 1.566, Br42 2.021, H45 1.090, H46 1.090
42 Br -7.0241 -1.6083 3.9343  C41 2.021
43 H -9.4395 -1.1461 1.9972  C40 1.090
44 H -8.5000 -2.5216 1.4358  C40 1.090
45 H -8.6902 -3.4839 4.0813  C41 1.090
46 H -9.5249 -2.0111 4.4148  C41 1.090
47 Br 8.0137 -5.8906 4.1191  C48 1.979
48 C 8.4994 -4.4784 2.8204  Br47 1.979, C49 1.525, H51 1.090, H52 1.090
49 C 7.7430 -3.1901 3.1288  C48 1.525, Br50 2.048, H53 1.090, H54 1.090
50 Br 5.8243 -3.3908 2.4414  C49 2.048
51 H 8.3501 -4.6656 1.7570  C48 1.090
52 H 9.5212 -4.3727 3.1849  C48 1.090
53 H 8.0806 -2.2748 2.6428  C49 1.090
54 H 7.6995 -2.8715 4.1703  C49 1.090
55 Br -4.0369 6.8014 -3.6543  C56 1.908
56 C -3.3684 6.4077 -1.9115  Br55 1.908, C57 1.510, H59 1.090, H60 1.090
57 C -1.8880 6.2600 -2.1717  C56 1.510, Br58 2.004, H61 1.090, H62 1.090
58 Br -0.9502 8.0303 -2.2052  C57 2.004
59 H -3.9082 5.6274 -1.3749  C56 1.090
60 H -3.5428 7.2809 -1.2829  C56 1.090
61 H -1.6012 5.6922 -3.0568  C57 1.090
62 H -1.4411 5.8123 -1.2840  C57 1.090

ΔE to the lowest compared entry with this formula, charge and spin ... 65.7 kcal/mol
Energy ... -607308.3511 eV
LUMO energy ... -0.0627 eV
SMILES string ... O=S1(=O)CCCC1.O=S1(=O)CCCC1.BrCCBr.BrCCBr.BrCCBr.BrCCBr
Gap between HOMO and LUMO ... 9.95 eV

These are the natural (NBO) partial charges, in e, on atoms 1 to 6: -0.4045, -0.4217, -0.6388, 2.1098, -0.9416, -0.9265



# 2
Below is a cluster of 8 separate species, C16H32Cl16 in total in a non-equilibrium geometry, with properties calculated with ωB97M-V/def2-TZVPD.

Last columns: bonded neighbours and bond lengths (Å).
Cartesian coordinates (Å):
1 Cl -25.5936 -7.3272 0.0919  C2 1.764
2 C -25.1921 -5.7711 0.8191  Cl1 1.764, C3 1.517, H5 1.090, H6 1.090
3 C -26.4588 -5.0832 1.2921  C2 1.517, Cl4 1.827, H7 1.090, H8 1.090
4 Cl -26.1740 -3.7559 2.5150  C3 1.827
5 H -24.6119 -5.0702 0.2188  C2 1.090
6 H -24.5393 -5.9115 1.6806  C2 1.090
7 H -27.0276 -5.8760 1.7780  C3 1.090
8 H -26.9773 -4.6022 0.4627  C3 1.090
9 Cl -20.9880 -3.0934 4.2485  C10 1.752
10 C -22.0151 -1.6900 4.0390  Cl9 1.752, C11 1.501, H13 1.090, H14 1.090
11 C -23.1557 -1.8442 3.0756  C10 1.501, Cl12 1.797, H15 1.090, H16 1.090
12 Cl -22.6899 -1.8893 1.3405  C11 1.797
13 H -21.3390 -0.8540 3.8597  C10 1.090
14 H -22.4896 -1.5177 5.0050  C10 1.090
15 H -23.7409 -0.9427 3.2573  C11 1.090
16 H -23.6513 -2.7555 3.4103  C11 1.090
17 Cl -26.3733 -5.5243 8.2071  C18 1.778
18 C -26.3775 -5.0667 6.4885  Cl17 1.778, C19 1.530, H21 1.090, H22 1.090
19 C -26.3360 -3.5462 6.3284  C18 1.530, Cl20 1.864, H23 1.090, H24 1.090
20 Cl -24.6081 -2.8684 6.4981  C19 1.864
21 H -27.2810 -5.3514 5.9493  C18 1.090
22 H -25.4869 -5.5116 6.0445  C18 1.090
23 H -27.0236 -3.0416 7.0073  C19 1.090
24 H -26.6538 -3.2663 5.3241  C19 1.090
25 Cl -23.0168 1.7135 8.6856  C26 1.781
26 C -22.7464 0.1537 7.8704  Cl25 1.781, C27 1.534, H29 1.090, H30 1.090
27 C -21.7342 -0.7240 8.6181  C26 1.534, Cl28 1.791, H31 1.090, H32 1.090
28 Cl -20.0274 -0.3562 8.2185  C27 1.791
29 H -22.3969 0.3144 6.8505  C26 1.090
30 H -23.6824 -0.4041 7.8990  C26 1.090
31 H -21.8334 -1.7515 8.2683  C27 1.090
32 H -21.8751 -0.7086 9.6988  C27 1.090
33 Cl -23.6591 -3.9207 9.9741  C34 1.823
34 C -23.0942 -5.6477 9.8252  Cl33 1.823, C35 1.555, H37 1.090, H38 1.090
35 C -22.7547 -5.8611 8.3233  C34 1.555, Cl36 1.788, H39 1.090, H40 1.090
36 Cl -21.4265 -4.7997 7.7686  C35 1.788
37 H -23.9987 -6.2341 9.9869  C34 1.090
38 H -22.3582 -5.8802 10.5949  C34 1.090
39 H -23.6782 -5.6316 7.7917  C35 1.090
40 H -22.4312 -6.8940 8.1952  C35 1.090
41 Cl -28.0323 -11.3930 5.0601  C42 1.854
42 C -26.4304 -10.4678 4.9412  Cl41 1.854, C43 1.532, H45 1.090, H46 1.090
43 C -26.9347 -9.0214 4.9489  C42 1.532, Cl44 1.802, H47 1.090, H48 1.090
44 Cl -25.5207 -7.9646 4.5852  C43 1.802
45 H -26.0140 -10.7004 3.9610  C42 1.090
46 H -25.7770 -10.6825 5.7868  C42 1.090
47 H -27.3840 -8.6585 5.8732  C43 1.090
48 H -27.5831 -8.8489 4.0899  C43 1.090
49 Cl -26.3141 -8.4900 12.6124  C50 1.761
50 C -26.6451 -7.0544 11.6469  Cl49 1.761, C51 1.543, H53 1.090, H54 1.090
51 C -28.1255 -6.6570 11.8231  C50 1.543, Cl52 1.802, H55 1.090, H56 1.090
52 Cl -28.4805 -6.2054 13.5309  C51 1.802
53 H -26.5574 -7.2811 10.5844  C50 1.090
54 H -25.9803 -6.1941 11.7241  C50 1.090
55 H -28.6606 -7.5987 11.7010  C51 1.090
56 H -28.5017 -5.9676 11.0674  C51 1.090
57 Cl -25.1498 0.9561 4.0995  C58 1.759
58 C -25.7294 1.4891 5.6724  Cl57 1.759, C59 1.591, H61 1.090, H62 1.090
59 C -27.3094 1.3063 5.7132  C58 1.591, Cl60 1.752, H63 1.090, H64 1.090
60 Cl -27.5896 -0.4007 5.9916  C59 1.752
61 H -25.4943 2.5531 5.6984  C58 1.090
62 H -25.2351 0.9745 6.4963  C58 1.090
63 H -27.8171 1.5860 4.7901  C59 1.090
64 H -27.6992 1.8736 6.5584  C59 1.090

Net charge ... +1
ΔE to the lowest compared entry with this formula, charge and spin ... 5.3 kcal/mol
Energy ... -217460.5522 eV
LUMO energy (spin up / spin down) ... -2.1954 / -10.2137 eV
Expectation value of S² ... 0.753
Multiplicity ... 2
Gap between HOMO and LUMO (spin up / spin down) ... 10.14 / 2.12 eV

These are the natural (NBO) partial charges, in e, on atoms 1 to 6: -0.0094, -0.4132, -0.3479, -0.1154, 0.2225, 0.2145



# 3
Below is a cluster of 6 separate species, C16H32F12N2O16S4 in total in a non-equilibrium geometry, with properties calculated with ωB97M-V/def2-TZVPD.

Last columns: bonded neighbours and bond lengths (Å).
Cartesian coordinates (Å):
1 C -2.3872 -0.7354 3.7359  O2 1.402, H12 1.097, H13 1.090, H14 1.078
2 O -2.2757 -1.2618 2.4414  C1 1.402, C3 1.424
3 C -1.1771 -0.6131 1.8095  O2 1.424, C4 1.479, H15 1.078, H16 1.104
4 C -1.2710 -0.9752 0.3786  C3 1.479, N5 1.458, H17 1.078, H18 1.080
5 N -1.7551 -2.3473 0.2783  C4 1.458, H6 1.059, H7 1.017, C8 1.448
6 H -0.9865 -2.9938 0.6129  N5 1.059
7 H -2.5505 -2.4745 0.8997  N5 1.017
8 C -2.0991 -2.7090 -1.0813  N5 1.448, C9 1.510, H19 1.097, H20 1.095
9 C -2.7100 -4.0888 -1.0406  C8 1.510, O10 1.400, H21 1.098, H22 1.090
10 O -3.6540 -4.0222 -0.0085  C9 1.400, C11 1.465
11 C -4.6537 -5.0660 -0.2454  O10 1.465, H23 1.095, H24 1.074, H25 1.109
12 H -2.5607 0.3467 3.6790  C1 1.097
13 H -1.5785 -0.9602 4.4314  C1 1.090
14 H -3.2410 -1.1909 4.2116  C1 1.078
15 H -0.2592 -0.9045 2.2941  C3 1.078
16 H -1.2666 0.4827 1.9052  C3 1.104
17 H -0.3502 -0.9631 -0.1826  C4 1.078
18 H -2.0003 -0.3737 -0.1440  C4 1.080
19 H -1.1827 -2.7257 -1.6847  C8 1.097
20 H -2.7485 -1.9435 -1.5198  C8 1.095
21 H -2.0103 -4.9118 -0.8419  C9 1.098
22 H -3.1915 -4.4112 -1.9632  C9 1.090
23 H -5.3524 -5.0334 0.5967  C11 1.095
24 H -4.1039 -5.9865 -0.1915  C11 1.074
25 H -5.1868 -4.9549 -1.2116  C11 1.109
26 C 6.7942 2.9564 2.9842  O27 1.442, H37 1.089, H38 1.077, H39 1.099
27 O 6.0064 4.1610 3.0661  C26 1.442, C28 1.436
28 C 6.0572 4.9809 1.8881  O27 1.436, C29 1.516, H40 1.083, H41 1.089
29 C 4.7980 5.8133 2.0292  C28 1.516, N30 1.502, H42 1.082, H43 1.094
30 N 3.7204 4.7667 2.0372  C29 1.502, H31 1.026, H32 1.022, C33 1.508
31 H 4.1102 4.0314 2.6371  N30 1.026
32 H 2.9122 5.1375 2.5420  N30 1.022
33 C 3.2186 4.3023 0.6932  N30 1.508, C34 1.474, H44 1.084, H45 1.085
34 C 2.0825 3.4285 1.0351  C33 1.474, O35 1.423, H46 1.095, H47 1.089
35 O 1.3056 4.2446 1.9044  C34 1.423, C36 1.385
36 C 0.0622 3.6938 2.1685  O35 1.385, H48 1.081, H49 1.074, H50 1.089
37 H 6.3999 2.4006 2.1347  C26 1.089
38 H 6.6875 2.3789 3.8865  C26 1.077
39 H 7.8492 3.2514 2.8980  C26 1.099
40 H 5.9349 4.3937 0.9869  C28 1.083
41 H 6.9538 5.5979 1.9222  C28 1.089
42 H 4.6381 6.4412 1.1628  C29 1.082
43 H 4.7721 6.2809 3.0177  C29 1.094
44 H 3.9471 3.7398 0.1210  C33 1.084
45 H 3.0114 5.1310 0.0243  C33 1.085
46 H 2.4581 2.5123 1.5032  C34 1.095
47 H 1.5256 3.0980 0.1602  C34 1.089
48 H -0.3764 3.3498 1.2429  C36 1.081
49 H -0.4321 4.4423 2.7600  C36 1.074
50 H 0.3474 2.7840 2.6940  C36 1.089
51 C 0.0377 0.6457 -2.9366  F52 1.365, F53 1.330, F54 1.316, S55 1.789
52 F -1.2513 0.2174 -2.8055  C51 1.365
53 F 0.7899 0.0044 -2.0474  C51 1.330
54 F 0.4601 0.4470 -4.1665  C51 1.316
55 S 0.1603 2.3850 -2.5373  C51 1.789, O56 1.444, O57 1.492, O58 1.438
56 O -0.2841 3.0025 -3.7645  S55 1.444
57 O -0.7794 2.5091 -1.3848  S55 1.492
58 O 1.5261 2.6937 -2.2098  S55 1.438
59 C -1.5092 -3.0569 -5.1158  F60 1.332, F61 1.343, F62 1.329, S63 1.867
60 F -1.7996 -4.3410 -5.3188  C59 1.332
61 F -2.6444 -2.4024 -4.8222  C59 1.343
62 F -0.6916 -3.0071 -4.0690  C59 1.329
63 S -0.6300 -2.2798 -6.5681  C59 1.867, O64 1.445, O65 1.469, O66 1.470
64 O -0.9757 -0.8773 -6.5397  S63 1.445
65 O 0.7863 -2.6230 -6.3856  S63 1.469
66 O -1.2045 -2.9745 -7.7296  S63 1.470
67 C -5.9112 -1.2079 -1.6384  F68 1.333, F69 1.343, F70 1.314, S71 1.748
68 F -6.8700 -1.0829 -2.5563  C67 1.333
69 F -6.4585 -1.0415 -0.4233  C67 1.343
70 F -5.2310 -2.3290 -1.7156  C67 1.314
71 S -4.7917 0.1097 -1.8925  C67 1.748, O72 1.428, O73 1.453, O74 1.462
72 O -4.1935 -0.2243 -3.1453  S71 1.428
73 O -5.5979 1.3182 -1.8565  S71 1.453
74 O -3.8453 -0.1217 -0.8020  S71 1.462
75 C 2.2044 -3.4001 3.0340  F76 1.353, F77 1.334, F78 1.361, S79 1.739
76 F 3.5328 -3.2100 3.2106  C75 1.353
77 F 1.8307 -4.4707 3.7359  C75 1.334
78 F 1.5787 -2.2430 3.3848  C75 1.361
79 S 1.9561 -3.6912 1.3380  C75 1.739, O80 1.458, O81 1.465, O82 1.455
80 O 0.5248 -3.9650 1.2880  S79 1.458
81 O 2.3031 -2.4052 0.7272  S79 1.465
82 O 2.7462 -4.8799 1.0541  S79 1.455

Net charge ... -2
ΔE to the lowest compared entry with this formula, charge and spin ... 79.3 kcal/mol
Energy ... -128800.4267 eV
LUMO energy ... 1.9594 eV
Gap between HOMO and LUMO ... 4.92 eV

These are the Mulliken partial charges, in e, on atoms 1 to 6: -0.8546, -0.3326, -0.4299, -0.3452, 0.0828, 0.3451



# 4
Below is a cluster of 3 separate species, C16H32IN2 in total in a non-equilibrium geometry, with properties calculated with ωB97M-V/def2-TZVPD.

Last columns: bonded neighbours and bond lengths (Å).
Cartesian coordinates (Å):
1 I -4.8100 2.0127 2.1174  C2 2.233
2 C -6.9475 2.6587 2.1204  I1 2.233, C3 1.628, N7 1.485
3 C -8.0222 1.4385 2.2104  C2 1.628, C4 1.677, H8 1.175
4 C -9.5813 2.0554 2.2601  C3 1.677, C5 1.636, H9 1.174
5 C -9.5294 3.6898 2.2005  C4 1.636, N6 1.476, H10 1.196
6 N -8.4070 4.6399 2.0773  C5 1.476, N7 1.357
7 N -7.1513 4.1274 2.0397  C2 1.485, N6 1.357, H11 1.064
8 H -7.7977 0.2858 2.2399  C3 1.175
9 H -10.5391 1.3832 2.3607  C4 1.174
10 H -10.6069 4.2050 2.2685  C5 1.196
11 H -6.3304 4.8016 1.9725  N7 1.064
12 C 1.6513 -0.6808 1.0382  C13 1.521, H18 1.094, H19 1.095, H20 1.095
13 C 0.2785 -0.0272 1.0155  C12 1.521, C14 1.531, H21 1.094, H22 1.097
14 C -0.3769 0.0486 2.3966  C13 1.531, C15 1.534, H23 1.096, H24 1.097
15 C -0.6656 -1.3046 3.0581  C14 1.534, C16 1.531, H25 1.097, H26 1.096
16 C -1.5533 -2.2516 2.2469  C15 1.531, C17 1.521, H27 1.096, H28 1.095
17 C -2.9501 -1.7015 2.0030  C16 1.521, H29 1.095, H30 1.095, H31 1.093
18 H 1.5992 -1.7202 1.3745  C12 1.094
19 H 2.0853 -0.6800 0.0333  C12 1.095
20 H 2.3315 -0.1360 1.7015  C12 1.095
21 H -0.3696 -0.5577 0.3115  C13 1.094
22 H 0.3855 0.9930 0.6263  C13 1.097
23 H -1.3097 0.6186 2.3115  C14 1.096
24 H 0.2695 0.6294 3.0656  C14 1.097
25 H -1.1382 -1.1196 4.0311  C15 1.097
26 H 0.2813 -1.8122 3.2773  C15 1.096
27 H -1.6420 -3.1975 2.7938  C16 1.096
28 H -1.0813 -2.4944 1.2895  C16 1.095
29 H -3.4591 -1.4973 2.9502  C17 1.095
30 H -3.5492 -2.4307 1.4481  C17 1.095
31 H -2.9256 -0.7790 1.4165  C17 1.093
32 C 7.4158 -0.8285 -3.8297  C33 1.521, H38 1.094, H39 1.095, H40 1.095
33 C 6.2708 0.1687 -3.9124  C32 1.521, C34 1.531, H41 1.094, H42 1.097
34 C 5.5576 0.3813 -2.5749  C33 1.531, C35 1.534, H43 1.096, H44 1.097
35 C 4.8723 -0.8621 -1.9950  C34 1.534, C36 1.531, H45 1.097, H46 1.096
36 C 3.8286 -1.5161 -2.9039  C35 1.531, C37 1.521, H47 1.096, H48 1.095
37 C 2.6496 -0.6065 -3.2134  C36 1.521, H49 1.095, H50 1.095, H51 1.093
38 H 7.0653 -1.8245 -3.5444  C32 1.094
39 H 7.9084 -0.9177 -4.8031  C32 1.095
40 H 8.1645 -0.5027 -3.0997  C32 1.095
41 H 5.5599 -0.1508 -4.6803  C33 1.094
42 H 6.6730 1.1328 -4.2478  C33 1.097
43 H 4.8181 1.1818 -2.6950  C34 1.096
44 H 6.2829 0.7505 -1.8399  C34 1.097
45 H 4.3942 -0.5828 -1.0476  C35 1.097
46 H 5.6318 -1.6099 -1.7376  C35 1.096
47 H 3.4520 -2.4177 -2.4068  C36 1.096
48 H 4.2897 -1.8515 -3.8384  C36 1.095
49 H 2.1436 -0.2981 -2.2931  C37 1.095
50 H 1.9220 -1.1344 -3.8383  C37 1.095
51 H 2.9614 0.2908 -3.7551  C37 1.093

Net charge ... +1
Energy ... -28178.7526 eV
LUMO energy ... -5.9853 eV
Gap between HOMO and LUMO ... 6.03 eV

These are the natural (NBO) partial charges, in e, on atoms 1 to 6: 0.3202, 0.0641, -0.1961, -0.0990, -0.0210, -0.1162